DFT (the ωB97M-V functional and the def2-TZVPD basis) results for a cluster of 2 separate species, C2HNO3 in total at a distorted geometry.

The total charge is -2. The relative energy (zero: lowest compared OMol25 entry of this formula, charge and spin) is 0.0170 eV. The HOMO energy is 1.21 eV. As for the HOMO-LUMO gap: 3.35 eV.

Each line ends with the natural charge from an NBO analysis.
CARTESIAN COORDINATES (ANGSTROEM)
1 C 14.42253 -1.23694 -0.10089  0.896
2 C 14.38727 1.30748 0.10458  0.829
3 N 14.17585 0.19188 0.46739  -0.669
4 O 14.15115 -2.11805 0.66362  -0.709
5 O 15.04651 -1.20088 -1.14372  -0.738
6 O 14.54715 2.39644 -0.27461  -0.609
7 H -11.06960 -2.27109 5.04369  -1.000

DFT (the ωB97M-V functional and the def2-TZVPD basis) results for a cluster of 2 separate species, C4H8ClN in total at a distorted geometry.

The total charge is 0. The relative energy (zero: lowest compared OMol25 entry of this formula, charge and spin) is 5.5032 eV. The HOMO energy is -9.76 eV. As for the HOMO-LUMO gap: 10.38 eV.

Each line ends with the natural charge from an NBO analysis.
CARTESIAN COORDINATES (ANGSTROEM)
1 C 1.34668 -0.88921 -0.36729  -0.235
2 C 0.16344 -0.17961 0.50618  -0.202
3 C -0.11974 1.25967 0.27823  -0.236
4 C -1.16998 1.98989 -0.31391  -0.381
5 H 1.81416 1.30691 -0.07676  0.362
6 H 3.23131 0.34075 -0.99634  0.309
7 H 1.63375 -1.64854 0.28981  0.210
8 H 0.90761 -1.05456 -1.35477  0.218
9 H 0.45016 -0.34879 1.52658  0.240
10 H 0.71647 2.12652 0.29959  0.205
11 H -2.15422 1.43092 -0.59388  0.202
12 H -1.45949 3.08836 -0.04903  0.227
13 N 2.30964 0.16644 0.10894  -0.819
14 Cl -1.33116 -1.14653 -0.02512  -0.102

DFT (the ωB97M-V functional and the def2-TZVPD basis) results for a cluster of 2 separate species, C4H9N2O in total at a distorted geometry.

The total charge is +1. The relative energy (zero: lowest compared OMol25 entry of this formula, charge and spin) is 3.5324 eV. The HOMO energy is -14.71 eV. As for the HOMO-LUMO gap: 11.86 eV.

Each line ends with the natural charge from an NBO analysis.
CARTESIAN COORDINATES (ANGSTROEM)
1 C -1.55802 -0.61902 0.08982  0.738
2 C 2.48472 1.55356 -0.08077  -0.349
3 C 1.95854 0.47950 -0.61099  -0.073
4 C -3.47070 0.42908 -0.75287  -0.286
5 N -0.57709 -1.20465 0.03526  -0.554
6 N 1.87583 -0.82577 0.04800  -0.763
7 O -2.59132 0.00222 0.29358  -0.434
8 H 2.57533 2.45469 -0.72891  0.244
9 H 2.96865 1.70148 0.92152  0.235
10 H 1.50114 0.47793 -1.59496  0.230
11 H -4.06763 1.20035 -0.28177  0.228
12 H -4.19628 -0.42384 -0.99822  0.225
13 H -3.07929 0.94604 -1.72434  0.230
14 H 2.07636 -0.94059 1.08950  0.441
15 H 2.39764 -1.58597 -0.39678  0.430
16 H 0.85713 -1.30899 -0.06612  0.460

DFT (the ωB97M-V functional and the def2-TZVPD basis) results for a cluster of 4 separate species, C13H16N3O3 in total at a distorted geometry.

The total charge is -1. The relative energy (zero: lowest compared OMol25 entry of this formula, charge and spin) is 1.6997 eV. The HOMO energy is -3.85 eV. As for the HOMO-LUMO gap: 6.78 eV.

Each line ends with the natural charge from an NBO analysis.
CARTESIAN COORDINATES (ANGSTROEM)
1 O -0.14979 0.01780 -0.17205  -0.734
2 C -1.04067 -0.90375 -0.43890  0.916
3 O -1.76568 -0.90756 -1.43942  -0.800
4 O -1.16749 -1.87747 0.32815  -0.839
5 H 0.35740 -0.44780 0.49694  0.485
6 N 3.87822 -0.13244 -3.76043  -0.522
7 C 3.21531 0.85977 -3.05654  -0.094
8 C 2.59530 0.32929 -1.97577  -0.287
9 C 2.87753 -1.07410 -1.96748  -0.287
10 C 3.59812 -1.36163 -3.17878  -0.094
11 H 4.41840 0.01904 -4.60028  0.404
12 H 3.22529 1.92603 -3.22792  0.207
13 H 2.08261 0.88139 -1.20199  0.239
14 H 2.55314 -1.74263 -1.18373  0.229
15 H 4.08464 -2.24656 -3.56166  0.202
16 N -1.97423 2.19413 -2.27409  -0.493
17 C -2.86724 2.71962 -3.18031  -0.096
18 C -2.97738 4.04929 -2.79277  -0.313
19 C -2.34856 4.26825 -1.53053  -0.351
20 C -1.71799 3.07624 -1.29746  -0.048
21 H -1.47079 1.31898 -2.24682  0.460
22 H -3.09914 2.27332 -4.13605  0.208
23 H -3.37102 4.88933 -3.34575  0.196
24 H -2.40608 5.15292 -0.91372  0.208
25 H -1.19697 2.83674 -0.38227  0.213
26 N -1.19688 -2.81215 6.02375  -0.496
27 C -1.62548 -2.59645 4.78911  -0.064
28 C -0.57011 -2.43494 3.99612  -0.307
29 C 0.55379 -2.54775 4.66111  -0.286
30 C 0.20769 -2.79421 6.01930  -0.136
31 H -1.78044 -2.91720 6.84139  0.403
32 H -2.67810 -2.36330 4.72548  0.201
33 H -0.56466 -2.08444 2.97458  0.262
34 H 1.50444 -2.45221 4.15760  0.218
35 H 0.81683 -3.11555 6.85121  0.198

Which calculated total energy belongs to each record? In order, -357.2631; -671.9345; -342.2275; -894.9542 Ha.